1.
C30H53Br2F12N4O5P as an isolated structure in a non-equilibrium geometry. Source: OMol25; level of theory: wB97M-V/def2-TZVPD.

```
! wB97M-V def2-TZVPD RIJCOSX def2/J DEFGRID3
* xyz 0 1
C 9.650 1.910 1.190
C 8.772 1.003 0.283
C 7.411 0.701 0.976
C 6.306 0.484 -0.067
C 6.457 -0.847 -0.838
C 6.299 -2.099 0.052
C 4.989 -2.114 0.860
C 3.758 -2.101 -0.059
C 2.509 -2.354 0.810
C 1.174 -2.093 0.084
C 0.623 -0.693 0.446
C -0.372 -0.118 -0.596
O -1.096 0.918 0.048
C -2.495 0.788 0.091
C -3.004 2.219 0.521
C -2.071 3.107 1.371
C -1.804 2.877 2.862
F -1.261 4.063 3.286
Br -0.344 1.616 3.220
C -3.071 2.666 3.783
F -4.192 2.942 3.160
F -2.996 3.523 4.799
Br -3.152 0.925 4.679
P -3.314 0.554 -1.597
N -2.917 -0.724 -2.434
C -2.973 -0.355 1.017
C -4.427 -0.258 1.501
O -4.697 -1.286 2.433
C -5.928 -1.074 3.103
N -2.730 -1.673 0.462
O -3.840 -2.184 -0.193
C 0.415 0.576 -1.750
F -0.424 1.490 -2.290
F 1.443 1.294 -1.287
C 0.923 -0.366 -2.851
F 2.149 -0.830 -2.602
F 0.152 -1.448 -2.980
C 0.998 0.252 -4.292
F 1.538 -0.696 -5.055
F -0.224 0.442 -4.764
C 1.836 1.549 -4.437
F 2.262 1.588 -5.702
F 1.122 2.628 -4.268
F 2.897 1.581 -3.675
H 10.610 1.460 1.453
H 9.132 2.136 2.125
H 9.869 2.870 0.716
H 8.608 1.479 -0.685
H 9.325 0.070 0.159
H 7.143 1.576 1.572
H 7.587 -0.174 1.605
H 6.391 1.280 -0.813
H 5.311 0.530 0.384
H 5.773 -0.882 -1.691
H 7.479 -0.863 -1.234
H 7.136 -2.091 0.759
H 6.391 -2.997 -0.564
H 4.993 -3.021 1.470
H 4.944 -1.229 1.498
H 3.639 -1.138 -0.561
H 3.814 -2.928 -0.773
H 2.534 -3.410 1.108
H 2.547 -1.802 1.755
H 0.466 -2.814 0.501
H 1.217 -2.304 -0.983
H 0.004 -0.843 1.334
H 1.388 0.031 0.735
H -0.933 -0.981 -0.948
H -3.026 2.761 -0.436
H -4.044 2.209 0.837
H -2.533 4.103 1.343
H -1.097 3.266 0.913
H -2.992 1.728 -2.319
H -4.719 0.567 -1.388
H -2.484 -0.463 -3.315
H -2.359 -0.311 1.926
H -5.162 -0.252 0.687
H -4.607 0.677 2.045
H -6.628 -1.902 2.946
H -5.722 -1.033 4.179
H -6.438 -0.147 2.823
H -2.407 -2.337 1.152
H -3.547 -2.530 -1.050
C -7.960 3.148 2.226
O -7.099 2.366 2.589
N -7.935 4.477 2.443
C -8.996 5.353 1.985
C -6.808 5.047 3.162
H -8.856 2.816 1.674
H -8.585 6.098 1.300
H -9.447 5.861 2.839
H -9.764 4.782 1.467
H -5.884 4.833 2.624
H -6.739 4.597 4.153
H -6.933 6.123 3.258
C -0.021 -4.461 -2.477
O -0.770 -4.829 -1.590
N 0.834 -5.263 -3.145
C 1.701 -4.757 -4.191
C 0.884 -6.673 -2.802
H 0.020 -3.412 -2.811
H 1.483 -5.272 -5.130
H 2.745 -4.934 -3.920
H 1.548 -3.688 -4.330
H -0.098 -7.122 -2.953
H 1.155 -6.786 -1.752
H 1.617 -7.182 -3.425
*
```

Its HOMO energy is -8.333 eV. The LUMO energy comes out at 0.37 eV.

***

2.
A single C6H10O molecule. Source: OMol25; level of theory: wB97M-V/def2-TZVPD.

```
! wB97M-V def2-TZVPD RIJCOSX def2/J DEFGRID3
* xyz 0 1
C 2.021 -0.389 0.141
C 0.815 0.413 0.497
C 0.241 1.464 -0.369
C -1.224 1.207 -0.119
C -1.727 -0.058 -0.117
C -0.893 -1.152 0.247
O -1.153 -2.414 -0.269
H 1.950 -0.737 -0.893
H 2.950 0.189 0.254
H 2.095 -1.267 0.791
H 0.783 0.734 1.550
H 0.490 1.325 -1.434
H 0.495 2.505 -0.118
H -1.881 2.042 0.107
H -2.762 -0.228 -0.434
H -0.525 -1.282 1.248
H -1.675 -2.352 -1.082
*
```

Its HOMO energy is -7.195 eV. The LUMO energy comes out at 0.60 eV.

***

3.
A 5-piece molecular cluster, C18H34Cl9N2O2S overall. Source: OMol25; level of theory: wB97M-V/def2-TZVPD.

```
! wB97M-V def2-TZVPD RIJCOSX def2/J DEFGRID3
* xyz 1 1
C 2.479 -0.868 2.042
C 0.964 -1.055 1.955
C 0.438 -0.655 0.587
C -1.087 -0.757 0.462
N -1.624 0.195 -0.530
C -2.566 1.139 -0.038
C -3.048 2.127 -1.041
Cl -3.083 1.891 -2.680
N -3.464 3.212 -0.472
C -3.322 3.166 0.993
S -4.831 2.611 1.832
C -2.241 2.083 1.170
C -0.796 2.597 1.083
C -0.539 4.036 1.526
C 0.959 4.334 1.393
C 1.325 4.224 -0.069
O 0.874 4.951 -0.905
O 2.068 3.134 -0.402
C 3.477 3.252 -0.100
C 4.179 1.990 -0.586
H 2.991 -1.557 1.370
H 2.736 0.151 1.744
H 2.845 -1.016 3.056
H 0.497 -0.444 2.734
H 0.712 -2.097 2.154
H 0.782 0.346 0.319
H 0.880 -1.334 -0.148
H -1.558 -0.600 1.433
H -1.347 -1.757 0.123
H -0.883 0.617 -1.073
H -3.495 0.601 0.224
H -3.871 3.993 -0.970
H -3.047 4.142 1.374
H -5.671 3.549 1.376
H -2.427 1.584 2.118
H -0.192 1.947 1.715
H -0.463 2.499 0.049
H -0.818 4.172 2.573
H -1.085 4.751 0.912
H 1.535 3.603 1.960
H 1.208 5.329 1.754
H 3.594 3.367 0.979
H 3.869 4.137 -0.598
H 4.833 2.196 -1.427
H 3.430 1.259 -0.882
H 4.771 1.538 0.207
C 1.815 -3.912 -1.491
Cl 1.916 -4.373 0.212
Cl 2.850 -2.526 -1.863
H 2.138 -4.749 -2.092
H 0.790 -3.652 -1.717
C -2.226 -5.246 -2.234
Cl -0.684 -6.061 -2.005
Cl -2.143 -3.553 -1.703
H -2.472 -5.254 -3.289
H -2.982 -5.759 -1.652
C 6.006 -5.706 -1.152
Cl 6.210 -3.951 -1.139
Cl 4.423 -6.194 -1.774
H 6.766 -6.140 -1.789
H 6.100 -6.068 -0.136
C -5.803 -1.979 -1.168
Cl -5.553 -1.984 0.582
Cl -4.746 -0.799 -1.958
H -5.560 -2.961 -1.556
H -6.833 -1.717 -1.374
*
```

Its HOMO energy is -12.062 eV. The LUMO energy comes out at -3.98 eV.

***

4.
C42H34Cl2GeN6NiO3S2Si as an isolated structure. Source: OMol25; level of theory: wB97M-V/def2-TZVPD.

```
! wB97M-V def2-TZVPD RIJCOSX def2/J DEFGRID3
* xyz -2 3
Ni -0.091 0.527 1.115
S -0.343 2.586 2.376
C -1.909 3.737 1.331
C -2.502 5.077 1.398
N -2.937 6.136 1.493
C -2.527 2.851 0.240
S -2.064 1.234 -0.035
C -3.465 3.408 -0.640
N -4.240 3.871 -1.370
C -0.472 -2.108 3.784
Si -1.224 -0.998 2.446
C -2.362 0.086 3.508
C -2.451 -2.100 1.488
C -3.240 -2.973 2.241
C -4.166 -3.824 1.651
C -4.324 -3.826 0.274
C -3.557 -2.963 -0.496
C -2.644 -2.109 0.105
H -1.282 -2.639 4.291
H 0.030 -1.489 4.529
H 0.235 -2.835 3.392
H -2.975 -0.592 4.113
H -3.012 0.723 2.913
H -1.812 0.737 4.192
H -3.136 -2.997 3.319
H -4.757 -4.491 2.269
H -5.037 -4.494 -0.196
H -3.660 -2.962 -1.574
H -2.059 -1.452 -0.525
N 2.256 3.116 -1.425
C 1.337 2.823 -0.453
O 1.348 1.679 0.041
C 0.419 3.847 -0.045
C 0.274 4.979 -0.886
N 0.248 5.870 -1.622
C -0.395 3.637 1.063
N -1.904 3.055 2.638
H 2.628 2.305 -1.894
H 2.081 3.924 -2.002
Cl 1.691 0.927 -4.264
C 0.019 1.383 -4.065
C -0.350 2.673 -4.394
C -1.682 3.040 -4.289
C -2.621 2.106 -3.892
C -2.229 0.818 -3.554
Cl -3.465 -0.252 -3.000
C -0.886 0.421 -3.595
N -0.347 -0.774 -3.100
C -0.758 -2.072 -3.343
C -1.591 -2.412 -4.410
C -1.985 -3.725 -4.609
C -1.535 -4.728 -3.762
C -0.641 -4.398 -2.751
C -0.215 -3.095 -2.538
C 0.897 -2.821 -1.549
C 0.532 -2.053 -0.274
O 0.541 -2.641 0.810
O 0.286 -0.813 -0.449
H 0.403 3.377 -4.721
H -1.986 4.055 -4.504
H -3.659 2.379 -3.772
H 0.098 -0.641 -2.181
H -1.947 -1.632 -5.070
H -2.654 -3.959 -5.428
H -1.854 -5.753 -3.897
H -0.243 -5.176 -2.109
H 1.677 -2.235 -2.051
H 1.336 -3.768 -1.240
Ge 1.843 -0.237 2.213
C 3.208 -0.843 0.900
C 3.528 -2.201 0.876
C 4.462 -2.712 -0.018
C 5.108 -1.867 -0.907
C 4.816 -0.511 -0.889
C 3.875 -0.009 0.002
C 2.664 1.274 3.211
C 3.122 2.447 2.608
C 3.608 3.508 3.362
C 3.637 3.423 4.747
C 3.183 2.269 5.368
C 2.703 1.212 4.605
H 2.023 -1.356 3.265
H 3.018 -2.874 1.553
H 4.677 -3.775 -0.024
H 5.833 -2.262 -1.611
H 5.315 0.162 -1.578
H 3.651 1.047 -0.016
H 3.091 2.548 1.531
H 3.947 4.409 2.865
H 4.002 4.255 5.338
H 3.195 2.194 6.449
H 2.350 0.316 5.104
*
```

Its HOMO energy (alpha / beta) is -1.730 / -2.494 eV. Its expectation value of S² is 2.19. The LUMO energy (alpha / beta) comes out at 4.12 / 4.12 eV.